No. 1
Molecular formula: C12H8Cl2F6FeN2O6S4
Method: DFT, the ωB97M-V functional and the def2-TZVPD basis

```
41
C12H8Cl2F6FeN2O6S4 (the ωB97M-V functional and the def2-TZVPD basis)
Fe -0.027 -0.016 -0.073
F 5.175 0.129 -0.168
C 4.442 1.127 -0.650
F 4.103 0.861 -1.903
F 5.123 2.255 -0.598
S 2.927 1.252 0.386
O 2.047 0.220 -0.171
O 3.342 1.080 1.741
N 2.418 2.693 0.008
S 0.894 2.921 -0.204
O 0.092 1.939 0.539
O 0.528 4.286 -0.106
C 0.530 2.401 -1.961
F 0.098 1.079 -1.986
F -0.449 3.128 -2.449
F 1.593 2.474 -2.724
Cl -5.859 0.405 4.181
C -4.724 0.299 2.935
C -5.155 0.200 1.611
C -4.233 0.114 0.601
Cl -4.711 -0.003 -1.014
C -2.796 0.103 0.894
O -1.976 0.034 -0.030
C -2.404 0.188 2.291
C -0.990 0.082 2.685
O -0.087 -0.274 1.950
C -3.338 0.302 3.265
H -6.213 0.194 1.385
H -0.762 0.301 3.737
H -3.038 0.365 4.305
S 0.448 -2.307 -0.468
C 1.896 -2.554 0.413
N 2.057 -2.403 1.705
C 3.396 -2.635 2.265
C 4.205 -3.370 1.183
S 3.274 -3.193 -0.375
H 1.377 -1.858 2.217
H 3.309 -3.238 3.165
H 3.847 -1.677 2.518
H 4.306 -4.432 1.388
H 5.189 -2.932 1.048
```

charge: +1
E_tot: -146909.1815 eV
highest occupied orbital energy (spin up / spin down): -11.95 / -11.93 eV
expectation value of S²: 0.83
E_LUMO (spin up / spin down): -4.4 / -6.6 eV
multiplicity: 2

=====

No. 2
Molecular formula: C18H26ClN3O4S
Method: DFT, the ωB97M-V functional and the def2-TZVPD basis

```
53
C18H26ClN3O4S (the ωB97M-V functional and the def2-TZVPD basis)
O -0.244 -0.694 -2.446
C 0.595 -1.441 -2.002
N 0.772 -1.747 -0.686
C 0.070 -1.282 0.409
C -1.144 -0.605 0.292
C -1.792 -0.151 1.421
C -1.282 -0.358 2.687
C -0.091 -1.051 2.826
C 0.574 -1.502 1.700
Cl 2.060 -2.367 1.896
H 0.324 -1.242 3.804
H -1.829 0.004 3.541
S -3.312 0.782 1.250
O -3.960 0.402 0.028
O -4.050 0.687 2.476
N -2.657 2.328 1.161
C -3.336 3.355 1.929
H -3.659 2.902 2.865
C -4.537 3.898 1.152
H -4.990 4.745 1.671
O -4.144 4.377 -0.115
C -3.552 3.352 -0.886
H -3.274 3.810 -1.837
C -2.323 2.773 -0.180
H -1.934 1.922 -0.736
H -1.544 3.538 -0.090
H -4.273 2.542 -1.059
H -5.278 3.092 1.039
H -2.617 4.156 2.127
H -1.582 -0.452 -0.681
H 1.602 -2.314 -0.506
C 1.594 -2.192 -2.882
N 2.807 -2.496 -2.147
H 3.298 -3.277 -2.571
C 3.730 -1.373 -1.994
C 4.518 -1.043 -3.268
C 5.460 0.133 -3.028
C 6.423 -0.174 -1.885
C 5.648 -0.512 -0.616
C 4.707 -1.688 -0.859
H 5.289 -2.574 -1.127
H 4.150 -1.918 0.050
H 6.341 -0.757 0.191
H 5.065 0.357 -0.304
H 7.074 0.684 -1.708
H 7.055 -1.022 -2.161
H 6.020 0.347 -3.941
H 4.873 1.020 -2.780
H 5.099 -1.922 -3.564
H 3.833 -0.802 -4.083
H 3.128 -0.501 -1.713
H 1.111 -3.130 -3.172
H 1.746 -1.602 -3.797
```

E_tot: -55106.3770 eV
highest occupied orbital energy: -8.76 eV
E_LUMO: 0.6 eV

=====

No. 3
Molecular formula: C21H18Cl2N4O2S
Method: DFT, the ωB97M-V functional and the def2-TZVPD basis

```
48
C21H18Cl2N4O2S (the ωB97M-V functional and the def2-TZVPD basis)
O 1.389 1.270 1.588
O -1.958 2.609 -1.817
Cl 5.366 -1.761 5.004
Cl 2.642 7.327 0.749
N -2.900 -4.196 -3.052
S 3.512 -0.063 3.224
C 2.134 2.163 1.190
C -1.317 1.769 -1.195
C -2.916 -3.764 -1.825
C 5.105 -0.602 3.721
C 6.139 0.008 3.022
C 5.604 0.977 2.080
C 4.245 1.079 2.106
C 0.692 5.802 -0.450
C -2.729 0.006 -2.287
C -1.225 -0.673 -0.510
C -3.127 -1.325 -2.444
C -1.604 -1.996 -0.641
C 2.290 4.599 0.900
C 0.026 4.626 -0.775
C 1.848 5.828 0.381
C -1.733 0.340 -1.339
C -2.572 -2.344 -1.606
C 1.627 3.380 0.571
C 0.457 3.361 -0.246
N 3.533 2.005 1.290
N -0.253 2.145 -0.372
N -3.239 -4.665 -0.800
C -3.747 -4.212 0.503
C -3.517 -6.067 -1.207
H -2.624 -3.515 -3.775
H 7.181 -0.216 3.189
H 6.226 1.561 1.420
H 0.291 6.735 -0.828
H -3.191 0.784 -2.905
H -0.461 -0.380 0.248
H -3.905 -1.611 -3.179
H -1.129 -2.736 0.006
H 3.073 4.611 1.663
H -0.899 4.686 -1.340
H 4.069 2.749 0.833
H 0.045 1.368 0.230
H -4.755 -3.782 0.398
H -3.789 -5.062 1.208
H -3.108 -3.506 0.975
H -4.300 -6.069 -1.981
H -2.623 -6.576 -1.577
H -3.873 -6.667 -0.351
```

E_tot: -68004.7325 eV
highest occupied orbital energy: -8.43 eV
E_LUMO: -0.4 eV

=====

No. 4
Molecular formula: C5H8O2
Method: DFT, the ωB97M-V functional and the def2-TZVPD basis

```
15
C5H8O2 (the ωB97M-V functional and the def2-TZVPD basis)
C 2.043 -0.333 0.589
C 0.905 0.606 0.309
O 0.613 0.922 -1.060
C -0.368 0.257 -0.312
C -1.752 0.784 0.028
O -2.281 -0.548 -0.081
C -1.074 -1.037 -0.690
H 2.008 -0.667 1.632
H 2.023 -1.209 -0.065
H 2.995 0.189 0.439
H 0.878 1.488 0.955
H -1.892 1.210 1.029
H -2.166 1.461 -0.730
H -1.191 -1.137 -1.779
H -0.739 -1.988 -0.264
```

E_tot: -9407.3252 eV
highest occupied orbital energy: -9.84 eV
E_LUMO: 1.0 eV

=====

No. 5
Molecular formula: AgH11O8
Method: DFT, the ωB97M-V functional and the def2-TZVPD basis

```
20
AgH11O8 (the ωB97M-V functional and the def2-TZVPD basis)
Ag -5.031 0.475 5.298
O -3.124 -0.383 5.935
H -2.524 -0.750 6.613
O -6.514 -1.194 5.748
H -6.544 -2.068 5.311
O -4.777 -0.248 3.193
H -4.279 -1.039 2.906
O -6.943 1.355 4.573
H -7.349 2.197 4.857
O -3.599 2.131 4.444
H -3.890 3.044 4.638
O -7.073 -1.266 2.882
H -6.820 -2.136 2.574
H -6.245 -0.796 2.980
O -4.421 -2.716 5.121
H -3.759 -2.045 5.285
H -5.216 -2.374 5.529
O -5.249 2.020 7.034
H -5.892 2.073 7.741
H -5.123 2.927 6.756
```

charge: -3
E_tot: -20544.7046 eV
highest occupied orbital energy (spin up / spin down): 4.11 / 4.36 eV
expectation value of S²: 0.76
E_LUMO (spin up / spin down): 8.3 / 8.5 eV
multiplicity: 2

=====

No. 6
Molecular formula: C3H6O
Method: DFT, the ωB97M-V functional and the def2-TZVPD basis

```
10
C3H6O (the ωB97M-V functional and the def2-TZVPD basis)
C 0.783 -1.014 0.008
C -0.170 0.115 -0.337
C -0.804 1.440 0.697
O 0.373 1.376 -0.084
H 1.665 -0.935 -0.642
H 0.324 -1.997 -0.146
H 1.114 -0.926 1.047
H -0.660 0.041 -1.314
H -1.636 1.788 0.036
H -0.989 0.113 0.736
```

E_tot: -5251.1607 eV
highest occupied orbital energy: -8.55 eV
E_LUMO: 1.0 eV

=====

No. 7
Molecular formula: C42H62MgNO3P2SeSi
Method: DFT, the ωB97M-V functional and the def2-TZVPD basis

```
113
C42H62MgNO3P2SeSi (the ωB97M-V functional and the def2-TZVPD basis)
Mg 1.005 0.273 1.250
C 3.850 0.755 -1.334
Si 1.962 0.890 -1.069
C 1.595 2.758 -1.430
C 2.352 3.453 -2.385
C 2.064 4.752 -2.768
C 0.975 5.404 -2.207
C 0.239 4.765 -1.224
C 0.558 3.473 -0.794
P -0.322 2.716 0.641
C -2.096 2.984 0.185
C -2.399 2.221 -1.109
C -3.866 2.347 -1.511
C -4.791 1.891 -0.386
C -4.503 2.666 0.895
C -3.039 2.530 1.307
C -0.018 3.871 2.065
C -0.293 3.093 3.382
C -0.688 4.024 4.532
C 0.153 5.293 4.477
C -0.199 6.108 3.221
C -0.734 5.222 2.083
C 1.419 -0.030 -2.693
C 1.429 0.643 -3.921
C 1.343 -0.017 -5.137
C 1.273 -1.401 -5.159
C 1.219 -2.093 -3.961
C 1.250 -1.430 -2.731
P 0.972 -2.343 -1.153
C 1.438 -4.107 -1.556
C 0.539 -5.067 -2.344
C 1.358 -6.287 -2.800
C 2.410 -6.696 -1.755
C 1.935 -6.320 -0.356
C 1.821 -4.792 -0.223
C -0.890 -2.260 -1.062
C -1.687 -2.344 -2.367
C -3.174 -2.095 -2.118
C -3.738 -3.041 -1.063
C -2.934 -2.953 0.230
C -1.455 -3.233 -0.020
H 4.173 1.041 -2.340
H 4.152 -0.285 -1.178
H 4.388 1.367 -0.605
H 3.194 2.952 -2.850
H 2.674 5.249 -3.514
H 0.709 6.406 -2.520
H -0.606 5.285 -0.793
H -2.266 4.054 0.003
H -2.155 1.162 -0.957
H -1.753 2.574 -1.916
H -4.053 1.770 -2.421
H -4.084 3.395 -1.753
H -4.633 0.824 -0.195
H -5.838 2.008 -0.681
H -5.146 2.315 1.706
H -4.737 3.726 0.737
H -2.823 1.485 1.558
H -2.860 3.110 2.214
H 1.062 4.055 2.005
H 0.614 2.549 3.643
H -1.065 2.334 3.239
H -0.552 3.503 5.482
H -1.750 4.288 4.473
H 1.208 5.002 4.451
H 0.020 5.902 5.373
H 0.684 6.649 2.872
H -0.951 6.864 3.465
H -0.613 5.754 1.142
H -1.808 5.059 2.216
H 1.521 1.722 -3.929
H 1.355 0.547 -6.063
H 1.242 -1.940 -6.099
H 1.138 -3.171 -3.993
H 2.359 -3.973 -2.139
H 0.072 -4.599 -3.207
H -0.282 -5.394 -1.702
H 1.851 -6.060 -3.749
H 0.680 -7.123 -2.994
H 3.356 -6.184 -1.954
H 2.618 -7.765 -1.824
H 2.610 -6.712 0.407
H 0.962 -6.785 -0.173
H 2.769 -4.373 0.124
H 1.077 -4.547 0.542
H -1.039 -1.249 -0.654
H -1.565 -3.336 -2.813
H -1.307 -1.622 -3.092
H -3.729 -2.185 -3.056
H -3.304 -1.063 -1.776
H -3.699 -4.070 -1.444
H -4.791 -2.816 -0.872
H -3.323 -3.641 0.983
H -3.034 -1.949 0.659
H -1.345 -4.262 -0.377
H -0.899 -3.154 0.916
C 4.079 -1.735 3.325
C 2.676 -1.156 3.286
C 1.759 -1.802 4.313
O 2.131 -1.353 1.957
C 2.710 0.378 3.537
O 3.357 0.762 4.502
O 2.063 1.098 2.703
H 4.046 -2.819 3.188
H 4.538 -1.506 4.285
H 4.687 -1.298 2.533
H 1.719 -2.886 4.160
H 0.747 -1.402 4.240
H 2.144 -1.607 5.313
H 1.802 -2.252 1.846
Se -2.889 -1.497 3.798
C -1.608 -0.839 2.743
N -0.772 -0.403 2.058
```

charge: -1
E_tot: -149447.4139 eV
highest occupied orbital energy: -4.29 eV
E_LUMO: 2.5 eV

=====

No. 8
Molecular formula: C2H3N3O3
Method: DFT, the ωB97M-V functional and the def2-TZVPD basis

```
11
C2H3N3O3 (the ωB97M-V functional and the def2-TZVPD basis)
C 0.144 0.792 -0.856
C 0.511 -1.151 -0.088
H -1.022 2.095 -0.244
H -0.332 -2.003 1.462
H -0.599 0.484 1.915
N 0.742 0.260 -1.840
N 0.081 -2.164 0.515
N 0.239 0.208 0.328
O -0.272 2.059 -0.976
O 1.329 -0.914 -1.213
O -0.821 0.332 0.997
```

E_tot: -12730.5177 eV
highest occupied orbital energy: -9.65 eV
E_LUMO: -0.1 eV